(1)
{
  "formula": "C15H61BIO22P",
  "method": "ωB97M-V with the def2-TZVPD basis set",
  "symbols": ["C", "C", "P", "C", "C", "C", "I", "C", "C", "C", "C", "C", "O", "C", "C", "O", "C", "C", "C", "O", "B", "O", "O", "H", "H", "H", "H", "H", "H", "H", "H", "H", "H", "H", "H", "H", "H", "H", "H", "H", "H", "H", "H", "H", "H", "H", "H", "H", "H", "H", "O", "H", "H", "O", "H", "H", "O", "H", "H", "O", "H", "H", "O", "H", "H", "O", "H", "H", "O", "H", "H", "O", "H", "H", "O", "H", "H", "O", "H", "H", "O", "H", "H", "O", "H", "H", "O", "H", "H", "O", "H", "H", "O", "H", "H", "O", "H", "H", "O", "H", "H"],
  "positions_angstrom": [[1.207, -0.818, 2.427], [0.387, -1.199, 1.629], [-0.756, -1.923, 0.407], [0.325, -3.486, 0.197], [0.463, -4.520, 1.325], [1.424, -4.118, 2.461], [2.002, -5.815, 3.621], [-0.477, -1.437, -1.383], [0.312, -0.118, -1.517], [-0.521, 1.053, -2.085], [0.233, 2.352, -1.722], [-0.100, 3.529, -2.626], [1.007, 4.475, -2.683], [1.478, 4.804, -1.457], [2.951, 4.652, -1.201], [0.739, 5.206, -0.587], [-1.824, -0.288, 0.611], [-2.519, -0.281, 1.996], [-3.208, 1.122, 2.384], [-3.875, -0.264, 1.999], [-2.399, -2.908, 0.764], [-3.337, -2.975, -0.230], [-2.717, -3.548, 1.953], [2.062, -0.509, 2.983], [-0.076, -4.015, -0.675], [1.337, -3.180, -0.096], [-0.468, -4.871, 1.779], [0.905, -5.418, 0.877], [2.270, -3.568, 2.057], [0.889, -3.465, 3.146], [-1.470, -1.369, -1.831], [0.051, -2.208, -1.939], [1.136, -0.268, -2.210], [0.740, 0.246, -0.579], [-0.569, 1.012, -3.177], [-1.537, 1.046, -1.696], [1.293, 2.128, -1.879], [0.026, 2.560, -0.675], [-0.976, 4.088, -2.293], [-0.213, 3.182, -3.652], [3.467, 5.569, -1.487], [3.146, 4.412, -0.167], [3.388, 3.854, -1.800], [-1.214, 0.614, 0.673], [-2.644, -0.219, -0.104], [-2.034, -0.811, 2.814], [-2.688, 1.030, 3.399], [-4.151, 1.406, 2.875], [-3.833, -3.801, -0.174], [-1.947, -3.439, 2.525], [-6.538, 0.938, 2.524], [-5.889, 0.243, 2.358], [-7.040, 1.008, 1.706], [5.036, 4.962, 0.959], [4.920, 4.760, 1.895], [5.679, 5.680, 0.950], [1.369, -1.803, -3.964], [0.662, -1.264, -4.336], [2.089, -1.725, -4.598], [4.867, -5.113, 1.492], [4.186, -5.427, 2.103], [5.522, -4.701, 2.065], [-1.139, 3.239, 0.813], [-1.413, 3.120, 1.731], [-0.434, 3.900, 0.851], [7.220, 2.466, 1.643], [7.938, 2.604, 1.018], [6.591, 3.168, 1.442], [1.248, -6.321, 7.146], [1.389, -6.306, 6.192], [2.123, -6.464, 7.519], [-2.913, -1.169, -3.755], [-3.356, -0.358, -4.037], [-3.629, -1.771, -3.530], [-3.301, 5.445, 0.816], [-2.650, 4.735, 0.851], [-3.345, 5.662, -0.120], [-3.010, 1.687, -4.232], [-2.791, 2.611, -4.076], [-2.277, 1.360, -4.765], [6.777, -5.097, -1.288], [6.375, -5.170, -0.415], [6.629, -5.962, -1.681], [-1.064, 7.877, -0.563], [-0.364, 7.214, -0.610], [-1.190, 8.154, -1.475], [4.549, -7.476, -0.624], [4.001, -6.873, -1.135], [4.234, -7.371, 0.279], [-4.534, 4.009, -1.175], [-4.941, 3.958, -0.302], [-4.607, 3.117, -1.523], [-3.688, -6.746, 2.318], [-3.468, -5.823, 2.488], [-2.948, -7.076, 1.800], [5.862, 3.911, -2.388], [5.560, 3.771, -1.484], [5.767, 3.050, -2.809], [-7.256, 3.105, -0.666], [-6.890, 2.782, -1.494], [-7.606, 3.973, -0.891]],
  "lowdin_charge": [0.096, -0.198, 0.861, -0.304, -0.354, -0.645, 0.994, -0.242, -0.227, -0.188, -0.173, -0.136, -0.012, -0.514, 0.013, 0.092, -0.230, -0.363, -0.012, -0.107, -0.694, 0.156, 0.137, 0.043, 0.090, 0.098, 0.083, 0.083, 0.049, 0.022, 0.069, 0.064, 0.090, 0.092, 0.092, 0.102, 0.125, 0.078, 0.129, 0.117, 0.104, 0.066, 0.071, 0.073, 0.104, 0.129, 0.082, 0.102, 0.119, 0.089, -0.055, 0.005, 0.033, -0.045, 0.057, 0.062, -0.048, 0.042, 0.047, -0.083, -0.090, 0.050, -0.058, 0.050, 0.039, -0.058, 0.037, -0.009, -0.093, -0.119, 0.031, -0.054, 0.006, 0.044, -0.067, -0.010, 0.018, -0.049, 0.045, 0.042, -0.067, -0.003, 0.023, -0.055, 0.000, 0.030, -0.054, 0.039, 0.018, -0.068, 0.034, 0.025, -0.054, 0.006, 0.030, -0.057, 0.006, 0.042, -0.052, 0.027, 0.046],
  "lumo_energy_ev": -0.2,
  "max_force_ev_per_a": 3.743,
  "charge": 0,
  "homo_lumo_gap_ev": 7.882
}



(2)
{
  "formula": "C15H6AuCl4NO2S",
  "method": "ωB97M-V with the def2-TZVPD basis set",
  "symbols": ["Au", "Cl", "C", "C", "Cl", "C", "Cl", "C", "O", "C", "O", "C", "Cl", "S", "C", "C", "C", "C", "C", "C", "C", "C", "C", "N", "H", "H", "H", "H", "H", "H"],
  "positions_angstrom": [[0.191, 0.306, 0.242], [-2.287, 3.528, -5.524], [-1.321, 2.629, -4.440], [-0.053, 2.174, -4.863], [0.478, 2.535, -6.445], [0.757, 1.468, -3.998], [2.291, 0.889, -4.516], [0.386, 1.225, -2.649], [1.141, 0.627, -1.842], [-0.950, 1.704, -2.205], [-1.326, 1.513, -1.020], [-1.761, 2.372, -3.160], [-3.315, 2.902, -2.649], [1.468, -0.104, 4.519], [1.866, 1.483, 4.005], [1.521, 1.725, 2.708], [0.921, 0.612, 2.106], [0.813, -0.468, 2.945], [0.228, -1.699, 2.517], [0.064, -2.861, 3.279], [-0.526, -3.964, 2.696], [-0.945, -3.902, 1.371], [-0.752, -2.724, 0.680], [-0.188, -1.674, 1.241], [2.337, 2.145, 4.704], [1.686, 2.656, 2.199], [0.400, -2.877, 4.303], [-0.665, -4.874, 3.260], [-1.408, -4.742, 0.884], [-1.051, -2.602, -0.349]],
  "nbo_charge": [1.008, 0.081, -0.071, -0.071, 0.081, -0.152, 0.063, 0.371, -0.606, 0.371, -0.606, -0.152, 0.063, 0.421, -0.380, -0.299, -0.272, -0.340, 0.201, -0.235, -0.138, -0.275, 0.068, -0.489, 0.236, 0.232, 0.228, 0.224, 0.229, 0.211],
  "lumo_energy_ev": -2.7,
  "max_force_ev_per_a": 1.256,
  "charge": 0,
  "homo_lumo_gap_ev": 4.626
}



(3)
{
  "formula": "C15H6N4S6Sc",
  "method": "ωB97M-V with the def2-TZVPD basis set",
  "symbols": ["Sc", "S", "N", "C", "C", "C", "C", "C", "N", "C", "C", "N", "C", "C", "C", "C", "C", "N", "H", "H", "H", "H", "H", "H", "S", "C", "S", "C", "C", "S", "S", "S"],
  "positions_angstrom": [[0.544, 1.200, 0.984], [-1.932, -4.347, -3.720], [-2.602, -2.929, -3.352], [-1.776, -2.342, -2.493], [-1.983, -1.032, -1.888], [-3.097, -0.227, -2.146], [-3.205, 0.996, -1.526], [-2.195, 1.398, -0.654], [-1.130, 0.639, -0.401], [-1.020, -0.566, -1.010], [0.175, -1.366, -0.696], [1.062, -0.829, 0.174], [2.159, -1.517, 0.490], [2.428, -2.774, -0.046], [1.530, -3.324, -0.931], [0.374, -2.610, -1.269], [-0.637, -3.104, -2.194], [-0.595, -4.272, -2.824], [-3.859, -0.577, -2.831], [-4.049, 1.647, -1.698], [-2.247, 2.354, -0.147], [2.843, -1.053, 1.190], [3.331, -3.292, 0.241], [1.700, -4.298, -1.370], [2.743, 6.319, 5.656], [2.265, 5.191, 4.602], [0.804, 5.296, 3.657], [0.973, 3.786, 2.804], [2.060, 3.058, 3.090], [2.491, 1.488, 2.385], [3.149, 3.725, 4.275], [-0.305, 3.361, 1.648]],
  "nbo_charge": [1.738, 1.015, -0.594, 0.167, -0.107, -0.069, -0.230, 0.102, -0.619, 0.248, 0.175, -0.602, 0.104, -0.229, -0.067, -0.066, 0.084, -0.575, 0.259, 0.257, 0.238, 0.238, 0.257, 0.259, 0.045, -0.583, 0.486, -0.382, -0.382, -0.327, 0.486, -0.327],
  "lumo_energy_ev": -4.9,
  "max_force_ev_per_a": 0.943,
  "charge": 1,
  "homo_lumo_gap_ev": 4.953
}